[1]
C5H8N2O in the gas phase, computed with ωB97M-V/def2-TZVPD.

Geometry as ORCA input:
```
! wB97M-V def2-TZVPD RIJCOSX def2/J DEFGRID3
* xyz 0 1
C 1.587 -0.301 2.062
C 1.419 0.479 0.990
N 0.491 0.312 -0.030
C 0.736 1.037 -1.275
C -0.665 -0.488 0.059
O -1.010 -1.084 1.078
N -1.407 -0.531 -1.102
C -2.628 -0.923 -0.978
H 1.008 -1.202 2.236
H 2.358 -0.074 2.790
H 2.097 1.322 0.870
H 1.630 1.664 -1.214
H -0.126 1.669 -1.512
H 0.880 0.308 -2.081
H -3.103 -1.202 -0.021
H -3.268 -0.985 -1.873
*
```

Values from the calculation:
ΔE to the lowest compared entry with this formula, charge and spin in kcal/mol: 36.7
SMILES string: C=CN(C)C(=O)N=C
HOMO-LUMO gap in eV: 8.5
Highest occupied orbital energy in Eh: -0.3122
Largest force on an atom in Eh/bohr: 0.0588
LUMO in eV: -0.01

***

[2]
C5H8N2O in the gas phase, computed with ωB97M-V/def2-TZVPD.

Geometry as ORCA input:
```
! wB97M-V def2-TZVPD RIJCOSX def2/J DEFGRID3
* xyz 0 1
C 2.500 -0.367 -1.099
C 1.223 -0.287 -0.723
C 0.630 -0.854 0.433
N -0.449 -0.176 0.668
C -1.325 -0.148 1.819
C -0.455 0.927 -0.459
N -1.445 0.591 -1.410
O -0.250 2.072 -0.107
H 2.854 0.124 -2.000
H 3.266 -0.887 -0.519
H 0.909 -1.711 1.050
H -2.359 -0.183 1.474
H -1.116 -0.994 2.474
H -1.168 0.785 2.361
H -1.575 1.367 -2.046
H -1.239 -0.259 -1.918
*
```

Values from the calculation:
ΔE to the lowest compared entry with this formula, charge and spin in kcal/mol: 83.3
SMILES string: C=C=CN(C)C(N)=O
HOMO-LUMO gap in eV: 7.9
Highest occupied orbital energy in Eh: -0.2903
Largest force on an atom in Eh/bohr: 0.0096
LUMO in eV: 0.02